Record 1
{"formula": "C2H3NO2S", "method": "wB97M-V/def2-TZVPD", "total_charge": 0, "orbital_gap_ev": 9.8, "smiles": "O=CS/C=N/O", "e_homo_ev": -9.4, "elements": ["O", "C", "S", "C", "N", "O", "H", "H", "H"], "xyz": [[-2.387, 0.422, -0.300], [-1.739, 1.432, -0.341], [0.057, 1.472, -0.127], [0.472, -0.261, 0.045], [1.698, -0.538, 0.309], [1.738, -1.954, 0.336], [-2.195, 2.415, -0.502], [-0.425, -0.885, 0.125], [2.780, -2.103, 0.455]]}

***

Record 2
{"formula": "C2H3NO2S", "method": "wB97M-V/def2-TZVPD", "total_charge": 0, "orbital_gap_ev": [6.8, 6.8], "e_homo_ev": [-8.9, -8.8], "elements": ["C", "C", "N", "O", "O", "S", "H", "H", "H"], "xyz": [[0.361, -1.174, -0.543], [-0.060, -0.946, 0.678], [-0.382, 1.838, -0.216], [-1.425, 1.549, -0.652], [0.458, 2.635, -0.363], [-0.052, 0.418, 1.735], [0.428, -2.096, -0.932], [0.944, -0.461, -1.045], [-0.272, -1.764, 1.339]]}

***

Record 3
{"formula": "C2H3NO2S", "method": "wB97M-V/def2-TZVPD", "total_charge": 0, "orbital_gap_ev": [8.5, 8.5], "e_homo_ev": [-9.3, -9.3], "elements": ["C", "C", "N", "O", "O", "S", "H", "H", "H"], "xyz": [[1.402, -0.309, 0.025], [-1.207, 0.795, -0.027], [0.130, -1.031, 0.021], [2.422, -0.943, 0.134], [-0.996, -0.363, -0.558], [1.243, 1.395, -0.045], [-1.986, 1.464, -0.661], [-1.275, 0.999, 1.119], [0.267, -2.007, -0.009]]}

***

Record 4
{"formula": "C2H3NO2S", "method": "wB97M-V/def2-TZVPD", "total_charge": 0, "orbital_gap_ev": [8.4, 7.6], "s_squared": 2.009, "spin_multiplicity": 3, "e_homo_ev": [-7.7, -10.7], "elements": ["C", "C", "N", "O", "O", "S", "H", "H", "H"], "xyz": [[-1.108, -2.290, 1.071], [1.102, 1.978, -0.042], [-0.545, -1.983, 0.054], [-1.557, -2.900, 1.944], [-0.116, 0.517, -1.826], [0.673, 1.736, -1.584], [0.515, 1.450, 0.840], [1.603, 2.870, 0.312], [-0.566, -1.379, -0.770]]}